# H2NPS2

The molecule H2NPS2 at a distorted geometry (ωB97M-V with the def2-TZVPD basis set, OMol25).

Its energy relative to the best compared isomer or geometry (same formula, charge and spin) is 45.8 kcal/mol. For the total energy, the calculation gives -32480.3652 eV. Its gap between HOMO and LUMO is 7.7113 eV. Its structure (SMILES) is NSP=S. The value obtained for the LUMO energy is -1.5105 eV. Its charge is 0. For the HOMO energy, the calculation gives -9.22 eV.

Geometry (Å):
S: 5.046310 -0.082045 -0.129714
S: 2.045861 -0.876692 -0.152067
P: 3.318986 0.707690 0.371243
N: 0.151153 0.171135 0.211079
H: -0.286021 -0.626072 0.690492
H: 0.652680 0.872970 0.820730

Atoms 1-2, force components in eV/Å:
S -1.10 0.76 0.46
S -2.46 2.17 0.58

natural (NBO) atomic charge list, values in e, 5 entries: atom 1 (S): -0.39, atom 2 (S): -0.03, atom 3 (P): 0.50, atom 4 (N): -0.80, atom 5 (H): 0.36